# 1
This record from OMol25 describes one molecule with the formula C3H5NO2. The level of theory is the ωB97M-V functional and the def2-TZVPD basis.

Output
E_tot	-322.5057	Ha
multiplicity	1
E_LUMO	0.90	eV
orbital gap	10.39	eV
net charge	0
HOMO	-9.5	eV
energy relative to the best compared isomer or geometry (same formula, charge and spin)	180.1	kJ/mol

Bonds (Å) are listed after each position.
CARTESIAN COORDINATES (ANGSTROEM)
1 O 0.64077 -1.19497 -0.26788  C4 1.444, C6 1.337
2 O -0.47575 0.59119 1.94374  C5 1.210
3 N 0.69302 1.03244 -0.55529  C6 1.264, H8 1.009
4 C -0.73935 -0.89366 0.03140  O1 1.444, C5 1.531, H9 1.095, H10 1.094
5 C -0.92661 0.39372 0.83868  O2 1.210, C4 1.531, H11 1.105
6 C 1.30104 -0.07564 -0.58111  O1 1.337, N3 1.264, H7 1.091
7 H 2.35089 -0.23680 -0.82913  C6 1.091
8 H 1.27445 1.85213 -0.64130  N3 1.009
9 H -1.26613 -0.79412 -0.92380  C4 1.095
10 H -1.16360 -1.71628 0.61505  C4 1.094
11 H -1.68873 1.04197 0.36964  C5 1.105


# 2
This record from OMol25 describes a 2-piece molecular cluster, C3H5NO2 overall. The level of theory is the ωB97M-V functional and the def2-TZVPD basis.

Output
E_tot	-322.5255	Ha
multiplicity	1
E_LUMO	0.64	eV
orbital gap	10.19	eV
net charge	0
HOMO	-9.5	eV
energy relative to the best compared isomer or geometry (same formula, charge and spin)	128.3	kJ/mol

Bonds (Å) are listed after each position.
CARTESIAN COORDINATES (ANGSTROEM)
1 O -1.89971 0.22868 0.73056  C5 1.168
2 O 0.92269 1.77234 -0.21878  C4 1.210
3 N -0.15556 -0.55555 2.14872  C5 1.217, H11 1.002
4 C 0.75940 0.57934 -0.33711  O2 1.210, C6 1.509, H10 1.108
5 C -1.08888 -0.16238 1.47420  O1 1.168, N3 1.217
6 C 0.28477 -0.08074 -1.60828  C4 1.509, H7 1.094, H8 1.097, H9 1.092
7 H 0.59803 -1.12831 -1.63276  C6 1.094
8 H -0.81033 -0.06064 -1.67497  C6 1.097
9 H 0.69428 0.46530 -2.46112  C6 1.092
10 H 0.96096 -0.08445 0.52664  C4 1.108
11 H -0.26563 -0.97361 3.05290  N3 1.002


# 3
This record from OMol25 describes one molecule with the formula C3H5NO2. The level of theory is the ωB97M-V functional and the def2-TZVPD basis.

Output
E_tot	-322.5331	Ha
multiplicity	1
E_LUMO	0.87	eV
orbital gap	10.97	eV
net charge	0
HOMO	-10.1	eV
energy relative to the best compared isomer or geometry (same formula, charge and spin)	108.2	kJ/mol

Bonds (Å) are listed after each position.
CARTESIAN COORDINATES (ANGSTROEM)
1 O 0.68385 0.02542 1.74867  C5 1.383, H9 0.965
2 O 0.30866 -1.37122 -0.07925  C4 1.351, C5 1.444
3 N 0.07563 0.40389 -1.46551  C4 1.267, C6 1.462
4 C 0.49764 -0.77603 -1.27729  O2 1.351, N3 1.267, H8 1.086
5 C -0.23552 -0.35064 0.78607  O1 1.383, O2 1.444, C6 1.544, H7 1.091
6 C -0.56654 0.78295 -0.20808  N3 1.462, C5 1.544, H10 1.099, H11 1.094
7 H -1.08306 -0.80517 1.30155  C5 1.091
8 H 1.01074 -1.38504 -2.01516  C4 1.086
9 H 1.12761 0.81775 1.42288  O1 0.965
10 H -0.17642 1.74878 0.14307  C6 1.099
11 H -1.64259 0.90931 -0.35696  C6 1.094


# 4
This record from OMol25 describes one molecule with the formula C3H5NO2. The level of theory is the ωB97M-V functional and the def2-TZVPD basis.

Output
E_tot	-322.4668	Ha
multiplicity	1
E_LUMO	0.62	eV
orbital gap	9.48	eV
net charge	0
HOMO	-8.9	eV
energy relative to the best compared isomer or geometry (same formula, charge and spin)	282.2	kJ/mol

Bonds (Å) are listed after each position.
CARTESIAN COORDINATES (ANGSTROEM)
1 O -0.19771 2.34585 0.15988  C6 1.209
2 O -1.52968 0.54317 -0.06790  C4 1.422, C6 1.355
3 N 1.79174 0.07615 0.07188  C5 1.300, H8 1.019, H10 1.013
4 C -1.30408 -0.85978 -0.01084  O2 1.422, H7 1.112, H9 1.086, H11 1.097
5 C 0.74837 0.33097 -0.66025  N3 1.300, C6 1.479
6 C -0.32922 1.17060 -0.09365  O1 1.209, O2 1.355, C5 1.479
7 H -0.39061 -1.06640 -0.61115  C4 1.112
8 H 1.95058 0.42163 1.01763  N3 1.019
9 H -2.12425 -1.39070 -0.48428  C4 1.086
10 H 2.57239 -0.40662 -0.35722  N3 1.013
11 H -1.18753 -1.16486 1.03591  C4 1.097


# 5
This record from OMol25 describes one molecule with the formula C3H5NO2. The level of theory is the ωB97M-V functional and the def2-TZVPD basis.

Output
E_tot	-322.5429	Ha
multiplicity	1
E_LUMO	0.87	eV
orbital gap	10.86	eV
net charge	0
HOMO	-10.0	eV
energy relative to the best compared isomer or geometry (same formula, charge and spin)	82.5	kJ/mol

Bonds (Å) are listed after each position.
CARTESIAN COORDINATES (ANGSTROEM)
1 O 1.66214 0.10672 1.26372  C4 1.211
2 O 0.00041 -1.47349 -1.36317  C5 1.207
3 N 0.13108 0.98497 -0.17450  C4 1.370, C6 1.443, H10 1.009
4 C 1.40163 0.79156 0.29915  O1 1.211, N3 1.370, H8 1.104
5 C -0.66803 -1.31686 -0.37104  O2 1.207, C6 1.522, H11 1.107
6 C -0.87379 0.04907 0.26725  N3 1.443, C5 1.522, H7 1.098, H9 1.093
7 H -1.87337 0.41905 0.00447  C6 1.098
8 H 2.16462 1.35119 -0.26933  C4 1.104
9 H -0.83137 -0.04078 1.35603  C6 1.093
10 H 0.06782 1.29534 -1.13207  N3 1.009
11 H -1.18116 -2.16677 0.11949  C5 1.107


# 6
This record from OMol25 describes one molecule with the formula C3H5NO2. The level of theory is the ωB97M-V functional and the def2-TZVPD basis.

Output
E_tot	-322.5158	Ha
multiplicity	1
E_LUMO	0.85	eV
orbital gap	10.72	eV
net charge	0
HOMO	-9.9	eV
energy relative to the best compared isomer or geometry (same formula, charge and spin)	153.7	kJ/mol

Bonds (Å) are listed after each position.
CARTESIAN COORDINATES (ANGSTROEM)
1 O -1.84025 0.91434 1.37061  C4 1.203
2 O 0.22568 -0.76373 -0.93259  C5 1.345, C6 1.425
3 N 1.41379 0.56503 0.49286  C5 1.264, H9 1.015
4 C -1.37086 0.55180 0.32414  O1 1.203, C6 1.520, H11 1.112
5 C 1.30102 -0.01781 -0.62257  O2 1.345, N3 1.264, H10 1.093
6 C -0.75615 -0.81956 0.09900  O2 1.425, C4 1.520, H7 1.093, H8 1.095
7 H -0.33396 -1.19105 1.03626  C6 1.093
8 H -1.52227 -1.50882 -0.27019  C6 1.095
9 H 2.28033 1.09035 0.55557  N3 1.015
10 H 1.99910 -0.00484 -1.46303  C5 1.093
11 H -1.39642 1.18429 -0.59007  C4 1.112